A.
C5H6O as an isolated structure, computed with ωB97M-V with the def2-TZVPD basis set.

Results
LUMO level, eV: 0.943
Kohn-Sham gap, eV: 10.66

Structure (ORCA input):
```
! wB97M-V def2-TZVPD RIJCOSX def2/J DEFGRID3
* xyz 0 1
C -2.61 0.21 -0.49
C -1.49 -0.07 -0.08
C 0.80 1.00 -0.23
C 0.90 -1.05 -0.16
C -0.16 -0.15 0.43
O 1.79 0.05 -0.58
H -3.59 0.67 -0.59
H 0.37 1.39 -1.17
H 1.01 1.80 0.55
H 1.29 -1.73 0.66
H 0.63 -1.59 -1.07
H -0.12 -0.23 1.61
*
```

Atomic partial charges in e from the natural (NBO) method, atoms 1 to 6: C -0.247; C -0.013; C -0.021; C -0.051; C -0.361; O -0.534



B.
One molecule with the formula C5H6O, computed with ωB97M-V with the def2-TZVPD basis set.

Results
Structure (SMILES): C#C[C@]1(C)CO1
LUMO level, eV: 1.022
Kohn-Sham gap, eV: 10.98

Structure (ORCA input):
```
! wB97M-V def2-TZVPD RIJCOSX def2/J DEFGRID3
* xyz 0 1
C 0.05 1.58 -1.97
C -0.09 0.91 -0.97
C -0.17 0.02 0.17
C 1.10 -0.10 1.01
C -1.16 -1.07 0.09
O -1.38 0.05 0.92
H 0.15 2.16 -2.85
H 1.81 0.68 0.74
H 1.59 -1.07 0.88
H 0.83 0.02 2.06
H -0.95 -2.02 0.58
H -1.80 -1.12 -0.79
*
```

Atomic partial charges in e from the natural (NBO) method, atoms 1 to 6: C -0.210; C -0.037; C 0.124; C -0.624; C -0.082; O -0.466



Which of them is most stable, and which least? Most stable: B; least stable: A.



A.
C5H6O as an isolated structure, computed with ωB97M-V with the def2-TZVPD basis set.

Results
LUMO level, eV: 0.766
Kohn-Sham gap, eV: 10.32

Structure (ORCA input):
```
! wB97M-V def2-TZVPD RIJCOSX def2/J DEFGRID3
* xyz 0 1
C -0.21 -1.11 1.00
C 0.33 0.25 0.60
O -0.06 1.22 1.23
C 1.16 0.71 -0.61
C -0.17 0.95 -1.20
C -1.20 0.41 -1.54
H 0.22 -1.22 2.00
H 0.02 -2.00 0.40
H -1.29 -1.02 1.13
H 1.70 0.11 -1.34
H 1.74 1.53 -0.20
H -2.23 0.16 -1.47
*
```

Atomic partial charges in e from the natural (NBO) method, atoms 1 to 6: C -0.709; C 0.592; O -0.573; C -0.544; C 0.008; C -0.225



B.
One molecule with the formula C5H6O, computed with ωB97M-V with the def2-TZVPD basis set.

Results
Structure (SMILES): CCC#CC=O
LUMO level, eV: 0.326
Kohn-Sham gap, eV: 10.51

Structure (ORCA input):
```
! wB97M-V def2-TZVPD RIJCOSX def2/J DEFGRID3
* xyz 0 1
C -1.57 0.41 -0.10
C -1.02 -1.03 -0.10
C 0.43 -0.88 -0.08
C 1.53 -0.38 0.04
C 2.57 0.62 0.20
O 2.34 1.63 0.84
H -2.60 0.47 0.27
H -0.94 1.05 0.53
H -1.54 0.82 -1.12
H -1.38 -1.59 -0.97
H -1.35 -1.58 0.79
H 3.53 0.46 -0.30
*
```

Atomic partial charges in e from the natural (NBO) method, atoms 1 to 6: C -0.592; C -0.490; C 0.127; C -0.181; C 0.368; O -0.491



Which of them is most stable, and which least? Most stable: B; least stable: A.



A.
One molecule with the formula C5H6O, computed with ωB97M-V with the def2-TZVPD basis set.

Results
Structure (SMILES): CCC#CC=O
LUMO level, eV: 0.354
Kohn-Sham gap, eV: 10.70

Structure (ORCA input):
```
! wB97M-V def2-TZVPD RIJCOSX def2/J DEFGRID3
* xyz 0 1
C 1.65 -0.21 1.06
C 1.12 0.64 -0.10
C -0.25 0.27 -0.47
C -1.39 -0.06 -0.70
C -2.76 -0.44 -0.95
O -3.40 -1.16 -0.21
H 1.01 -0.10 1.94
H 1.67 -1.27 0.78
H 2.66 0.10 1.33
H 1.77 0.55 -0.98
H 1.13 1.70 0.17
H -3.21 -0.02 -1.87
*
```

Atomic partial charges in e from the natural (NBO) method, atoms 1 to 6: C -0.590; C -0.486; C 0.102; C -0.156; C 0.366; O -0.486



B.
One molecule with the formula C5H6O, computed with ωB97M-V with the def2-TZVPD basis set.

Results
Structure (SMILES): C#CCC(C)=O
LUMO level, eV: 0.855
Kohn-Sham gap, eV: 10.55

Structure (ORCA input):
```
! wB97M-V def2-TZVPD RIJCOSX def2/J DEFGRID3
* xyz 0 1
C 2.23 0.16 1.09
C 1.45 -0.27 0.27
C 0.49 -0.79 -0.70
C -0.97 -0.54 -0.31
C -1.34 0.87 0.10
O -1.78 -1.44 -0.36
H 2.93 0.52 1.81
H 0.66 -0.31 -1.67
H 0.61 -1.87 -0.83
H -2.42 0.94 0.23
H -1.01 1.58 -0.67
H -0.83 1.14 1.03
*
```

Atomic partial charges in e from the natural (NBO) method, atoms 1 to 6: C -0.246; C 0.003; C -0.591; C 0.614; C -0.729; O -0.524



C.
One molecule with the formula C5H6O, computed with ωB97M-V with the def2-TZVPD basis set.

Results
Structure (SMILES): C=C[C@@H]1CC1=O
LUMO level, eV: 0.602
Kohn-Sham gap, eV: 9.52

Structure (ORCA input):
```
! wB97M-V def2-TZVPD RIJCOSX def2/J DEFGRID3
* xyz 0 1
C -0.22 -0.28 1.62
C 0.78 -0.66 0.78
C 0.71 -0.23 -0.62
C -0.47 0.92 -0.81
C -0.54 -0.43 -1.36
O -1.12 -1.17 -2.11
H 0.02 -0.02 2.66
H -1.28 -0.37 1.38
H 1.76 -0.93 1.18
H 1.63 -0.06 -1.18
H -0.57 1.69 -1.59
H -0.69 1.55 0.06
*
```

Atomic partial charges in e from the natural (NBO) method, atoms 1 to 6: C -0.404; C -0.186; C -0.345; C -0.571; C 0.603; O -0.482



Which of them is most stable, and which least? Most stable: B; least stable: C.



A.
A 2-piece molecular cluster, C2H5FO overall, computed with ωB97M-V with the def2-TZVPD basis set.

Results
LUMO level (alpha / beta), eV: 0.670 / 0.671
Kohn-Sham gap (alpha / beta), eV: 9.32 / 9.32

Structure (ORCA input):
```
! wB97M-V def2-TZVPD RIJCOSX def2/J DEFGRID3
* xyz 0 1
C 0.79 -0.03 0.07
C -0.69 -0.04 0.31
O -1.33 -1.17 0.06
F -1.08 0.56 1.45
H 1.28 -0.70 0.77
H 0.99 -0.36 -0.94
H 1.17 0.98 0.21
H -1.30 1.34 -0.97
H -2.23 -1.16 0.43
*
```

Atomic partial charges in e from the natural (NBO) method, atoms 1 to 6: C -0.707; C 0.731; O -0.689; F -0.354; H 0.220; H 0.245



B.
One molecule with the formula C2H5FO, computed with ωB97M-V with the def2-TZVPD basis set.

Results
Structure (SMILES): C[C@@H](O)F
LUMO level, eV: 1.065
Kohn-Sham gap, eV: 11.80

Structure (ORCA input):
```
! wB97M-V def2-TZVPD RIJCOSX def2/J DEFGRID3
* xyz 0 1
C -0.94 -0.40 0.07
C 0.51 0.05 -0.35
O 0.86 1.32 0.05
F 1.39 -0.77 0.23
H -0.74 -0.98 1.03
H -1.49 0.58 0.09
H -1.25 -1.08 -0.70
H 0.65 0.13 -1.46
H 1.02 1.15 1.04
*
```

Atomic partial charges in e from the natural (NBO) method, atoms 1 to 6: C -0.682; C 0.470; O -0.706; F -0.359; H 0.225; H 0.235



Which of them is most stable, and which least? Most stable: B; least stable: A.



A.
One molecule with the formula C5H11N3, computed with ωB97M-V with the def2-TZVPD basis set.

Results
Structure (SMILES): [H]/N=C(/C)N(N)C(=C)C
LUMO level, eV: 0.832
Kohn-Sham gap, eV: 9.34

Structure (ORCA input):
```
! wB97M-V def2-TZVPD RIJCOSX def2/J DEFGRID3
* xyz 0 1
H -1.50 -1.51 0.01
N -1.99 -0.75 -0.47
C -1.25 0.31 -0.45
C -1.88 1.56 -1.05
N 0.03 0.39 0.12
N 0.45 1.68 0.52
C 0.86 -0.68 0.46
C 1.46 -0.83 1.65
C 1.14 -1.69 -0.64
H -1.18 2.03 -1.74
H -2.79 1.31 -1.60
H -2.14 2.26 -0.25
H 1.45 1.77 0.36
H 0.29 1.79 1.52
H 2.12 -1.67 1.86
H 1.29 -0.14 2.47
H 0.23 -2.22 -0.94
H 1.55 -1.18 -1.51
H 1.87 -2.44 -0.33
*
```

Atomic partial charges in e from the natural (NBO) method, atoms 1 to 6: H 0.320; N -0.695; C 0.456; C -0.659; N -0.337; N -0.628



B.
A 2-piece molecular cluster, C5H11N3 overall, computed with ωB97M-V with the def2-TZVPD basis set.

Results
LUMO level (alpha / beta), eV: -0.574 / -0.585
Kohn-Sham gap (alpha / beta), eV: 7.84 / 7.85

Structure (ORCA input):
```
! wB97M-V def2-TZVPD RIJCOSX def2/J DEFGRID3
* xyz 0 1
C 2.50 1.25 -1.63
C -1.15 0.06 -0.31
C -1.69 1.31 -1.04
C -1.56 -1.86 0.94
C 1.41 0.33 0.97
N 0.04 -0.42 -0.88
N -1.92 -0.51 0.50
N 1.17 -0.16 -0.44
H 3.38 0.70 -1.27
H 2.58 1.32 -2.66
H -2.77 1.06 -1.25
H -1.11 1.56 -1.95
H -1.57 2.22 -0.45
H -1.56 -1.78 2.03
H -0.59 -2.01 0.45
H -2.29 -2.57 0.57
H 2.25 -0.36 1.26
H 0.70 -0.15 1.55
H 1.48 1.38 0.78
*
```

Atomic partial charges in e from the natural (NBO) method, atoms 1 to 6: C -0.272; C 0.359; C -0.661; C -0.444; C -0.513; N -0.183



C.
C5H11N3 as an isolated structure, computed with ωB97M-V with the def2-TZVPD basis set.

Results
LUMO level, eV: 0.793
Kohn-Sham gap, eV: 9.39

Structure (ORCA input):
```
! wB97M-V def2-TZVPD RIJCOSX def2/J DEFGRID3
* xyz 0 1
C 1.66 -0.44 0.41
C 1.38 0.90 -0.25
C -1.41 -0.30 0.70
C -2.70 -0.44 -0.02
C -1.64 -0.97 -0.88
H 3.65 -1.46 0.79
H 3.72 0.21 -0.60
H 1.66 -0.36 1.48
H 0.71 -1.23 0.25
H 2.25 1.23 -0.95
H -1.61 1.81 0.06
H -1.35 -0.78 1.72
H -3.42 0.31 -0.57
H -3.45 -1.00 0.45
H -1.40 -2.14 -0.76
H -1.36 -0.29 -1.77
N 2.99 -0.91 -0.18
N 0.24 1.43 -0.39
N -0.82 1.07 0.58
*
```

Atomic partial charges in e from the natural (NBO) method, atoms 1 to 6: C -0.332; C 0.079; C -0.110; C -0.471; C -0.418; H 0.363



Which of them is most stable, and which least? Most stable: A; least stable: C.



A.
One molecule with the formula C10H12N2O, computed with ωB97M-V with the def2-TZVPD basis set.

Results
Structure (SMILES): Cn1cccc1[C@]1(C#N)C[C@H]1CO
LUMO level, eV: 0.726
Kohn-Sham gap, eV: 9.05

Structure (ORCA input):
```
! wB97M-V def2-TZVPD RIJCOSX def2/J DEFGRID3
* xyz 0 1
C -1.55 1.21 -0.98
N -0.48 1.71 -0.15
C -0.14 3.02 -0.01
C 0.89 3.11 0.88
C 1.19 1.80 1.32
C 0.32 0.98 0.65
C 0.13 -0.64 0.71
C -1.16 -1.00 1.19
N -2.19 -1.28 1.59
C 1.33 -1.47 1.06
C 0.84 -1.45 -0.35
C 0.15 -2.66 -0.95
O -0.71 -2.20 -1.97
H -1.28 0.24 -1.41
H -2.47 1.09 -0.40
H -1.74 1.92 -1.79
H -0.65 3.79 -0.56
H 1.38 4.01 1.20
H 1.94 1.51 2.02
H 1.17 -2.37 1.65
H 2.24 -0.95 1.30
H 1.41 -0.88 -1.07
H -0.41 -3.19 -0.17
H 0.91 -3.34 -1.36
H -1.13 -2.96 -2.39
*
```

Atomic partial charges in e from the natural (NBO) method, atoms 1 to 6: C -0.414; N -0.333; C -0.061; C -0.298; C -0.304; C 0.174



B.
A 2-piece molecular cluster, C10H12N2O overall, computed with ωB97M-V with the def2-TZVPD basis set.

Results
LUMO level, eV: 0.615
Kohn-Sham gap, eV: 10.10

Structure (ORCA input):
```
! wB97M-V def2-TZVPD RIJCOSX def2/J DEFGRID3
* xyz 0 1
C -1.64 1.81 -0.70
C -2.34 -0.53 -0.74
C -2.48 -1.11 0.67
C -0.89 -1.38 0.66
C -0.31 0.07 0.20
C 1.27 0.08 0.24
C 2.01 0.98 0.96
C 3.34 0.83 0.66
C 3.64 0.10 -0.50
C 1.66 -0.65 -0.78
H -2.83 1.80 -1.02
H -3.07 0.32 -1.30
H -1.85 -1.21 -1.60
H -2.84 -0.06 1.40
H -3.63 -1.98 0.92
H -0.34 -1.85 1.51
H -0.57 -2.01 -0.29
H -0.57 0.61 1.05
H 1.14 1.52 1.70
H 4.04 1.09 1.44
H 4.74 0.13 -0.72
H 0.85 -1.21 -1.47
N -1.11 0.41 -0.79
N 2.94 -0.65 -1.30
O -1.17 2.88 -0.20
*
```

Atomic partial charges in e from the natural (NBO) method, atoms 1 to 6: C 0.559; C -0.265; C -0.451; C -0.417; C -0.051; C -0.120



Which of them is most stable, and which least? Most stable: A; least stable: B.



A.
One molecule with the formula C2H6N2O, computed with ωB97M-V with the def2-TZVPD basis set.

Results
Structure (SMILES): NC/C=N\O
LUMO level, eV: 0.580
Kohn-Sham gap, eV: 10.26

Structure (ORCA input):
```
! wB97M-V def2-TZVPD RIJCOSX def2/J DEFGRID3
* xyz 0 1
N -1.52 -0.53 -0.44
C -0.61 0.25 0.54
C 0.56 0.94 -0.12
N 1.72 0.45 -0.35
O 1.96 -0.85 -0.07
H -1.63 0.03 -1.39
H -0.97 -1.51 -0.52
H -1.14 1.03 0.97
H -0.29 -0.60 1.29
H 0.55 1.96 -0.62
H 1.36 -1.18 0.71
*
```

Atomic partial charges in e from the natural (NBO) method, atoms 1 to 6: N -0.839; C -0.283; C -0.028; N -0.080; O -0.542; H 0.373



B.
C2H6N2O as an isolated structure, computed with ωB97M-V with the def2-TZVPD basis set.

Results
LUMO level, eV: 0.402
Kohn-Sham gap, eV: 9.42

Structure (ORCA input):
```
! wB97M-V def2-TZVPD RIJCOSX def2/J DEFGRID3
* xyz 0 1
C 1.36 -0.41 0.05
C 0.00 0.22 -0.07
H 1.37 -1.39 1.13
H 1.46 -1.12 -1.12
H 2.32 0.60 0.37
H 0.60 1.97 0.03
H -1.10 -1.58 0.05
H -2.25 1.01 -0.25
N -0.30 1.42 -0.08
N -1.10 -0.64 -0.31
O -2.37 -0.08 0.20
*
```

Atomic partial charges in e from the natural (NBO) method, atoms 1 to 6: C -0.699; C 0.344; H 0.243; H 0.269; H 0.258; H 0.350



C.
One molecule with the formula C2H6N2O, computed with ωB97M-V with the def2-TZVPD basis set.

Results
Structure (SMILES): C/N=C\NO
LUMO level, eV: 0.871
Kohn-Sham gap, eV: 10.17

Structure (ORCA input):
```
! wB97M-V def2-TZVPD RIJCOSX def2/J DEFGRID3
* xyz 0 1
C 1.31 -0.90 -0.59
N 0.05 -1.38 -0.04
C -0.83 -0.55 0.37
N -0.56 0.86 0.33
O -1.65 1.68 0.56
H 1.11 -0.17 -1.48
H 1.98 -1.69 -0.96
H 1.91 -0.25 0.13
H -1.72 -0.84 0.90
H -0.15 1.02 -0.60
H -1.46 2.22 1.38
*
```

Atomic partial charges in e from the natural (NBO) method, atoms 1 to 6: C -0.454; N -0.461; C 0.247; N -0.354; O -0.568; H 0.165



Which of them is most stable, and which least? Most stable: C; least stable: B.



A.
One molecule with the formula C2H6N2O, computed with ωB97M-V with the def2-TZVPD basis set.

Results
Structure (SMILES): [H]/N=C\N(C)O
LUMO level, eV: 0.408
Kohn-Sham gap, eV: 9.81

Structure (ORCA input):
```
! wB97M-V def2-TZVPD RIJCOSX def2/J DEFGRID3
* xyz 0 1
H 2.34 1.16 0.22
N 2.28 0.02 -0.16
C 1.05 -0.34 -0.17
N -0.20 0.22 -0.42
C -1.23 -0.62 -0.05
O -0.37 1.73 -0.23
H 0.55 -1.28 -0.09
H -0.79 -1.70 -0.22
H -1.31 -0.56 1.09
H -2.06 -0.45 -0.77
H -0.24 1.81 0.81
*
```

Atomic partial charges in e from the natural (NBO) method, atoms 1 to 6: H 0.338; N -0.670; C 0.254; N -0.171; C -0.430; O -0.555



B.
A 2-piece molecular cluster, C2H6N2O overall, computed with ωB97M-V with the def2-TZVPD basis set.

Results
Structure (SMILES): [H]/N=C/N.C=O
LUMO level, eV: 0.964
Kohn-Sham gap, eV: 10.42

Structure (ORCA input):
```
! wB97M-V def2-TZVPD RIJCOSX def2/J DEFGRID3
* xyz 0 1
H 0.25 -1.00 1.95
N -0.21 -0.57 1.16
C -0.51 0.66 1.30
N -0.71 1.46 0.21
H -0.83 1.08 2.24
H -1.36 2.21 0.38
H -0.72 1.00 -0.68
C 1.03 -1.22 -1.63
O 0.19 -1.16 -2.49
H 1.76 -0.40 -1.51
H 1.11 -2.06 -0.93
*
```

Atomic partial charges in e from the natural (NBO) method, atoms 1 to 6: H 0.351; N -0.762; C 0.293; N -0.804; H 0.145; H 0.384



Which of them is most stable, and which least? Most stable: B; least stable: A.